1.
Below is a molecular structure, C17H15CaCl2F7KLiN3O4S3, with properties calculated with ωB97M-V with the def2-TZVPD basis set.

XYZ file:
```
54
Properties=species:S:1:pos:R:3:forces:R:3:mulliken_charge:R:1
C 5.56662 -1.10266 -3.15096 0.6 -1.2 0.8 -0.81
C 6.06859 0.25315 -2.37887 0.5 -0.2 0.6 -0.26
C 5.33174 1.63905 -2.85074 -1.1 -0.9 2.9 0.75
Cl 4.48149 1.54283 -4.50630 1.5 0.8 1.9 -0.05
C 4.36587 2.25462 -1.64535 -1.0 1.9 2.6 0.86
C 4.91082 3.58335 -0.80447 -3.5 -2.0 0.7 -0.79
C 4.08383 4.26911 0.43915 -1.6 -3.6 -2.2 -0.65
C 2.62683 3.59835 0.82400 2.2 -1.0 -2.3 -0.46
C 2.01131 2.26385 0.02532 3.7 2.1 -0.8 0.00
C 2.92092 1.63283 -1.18270 0.6 2.6 1.3 0.37
S 2.24255 0.11514 -2.06471 -1.1 1.6 1.1 -0.17
C 0.37785 0.25320 -1.83778 -3.4 0.9 1.3 1.13
C -0.69561 -0.42620 -2.87395 -1.4 1.9 2.2 -1.10
C -2.34933 -0.32012 -2.66403 2.7 2.4 2.2 -0.90
C -2.89865 0.53848 -1.37956 2.9 -1.9 -0.1 -0.20
C -1.80385 1.21308 -0.35496 1.7 -1.3 -2.2 -0.41
C -0.15492 1.09739 -0.53915 -4.4 -1.6 -2.4 -0.14
N 0.68572 1.74902 0.53281 1.2 0.9 -4.7 0.20
N 0.80464 0.94136 1.65219 1.3 -1.9 0.9 -0.50
H 4.44419 -1.10476 -3.48136 2.3 0.3 0.5 0.10
H 5.67297 -1.99139 -2.36078 -0.2 2.0 -1.7 0.29
H 6.30255 -1.40004 -4.03860 -1.9 0.9 1.8 0.34
H 5.90893 0.17785 -1.19897 0.3 0.0 -2.6 0.31
H 7.24686 0.31839 -2.55709 -2.5 0.0 0.4 0.29
H 6.20125 2.44628 -2.98425 -2.1 -2.4 -0.8 -1.10
H 5.96188 3.99689 -1.14401 -4.2 -0.2 3.4 -0.34
H 4.57871 5.18291 0.98104 -1.4 -2.0 -1.0 0.29
H 1.99442 4.05303 1.72894 1.6 -1.1 -2.3 0.40
H -0.30857 -1.05222 -3.78497 -2.3 3.0 3.3 0.44
H -3.11070 -0.83655 -3.40304 1.8 0.8 1.8 0.48
H -4.07312 0.64544 -1.21756 3.0 -0.3 -0.2 0.29
H -2.22015 1.79867 0.58007 1.0 -1.4 -2.1 0.30
H 1.15713 -0.00063 1.31261 -0.3 1.2 1.0 0.28
H 1.51944 1.39650 2.26036 -0.9 -0.8 -0.4 0.32
K 0.82688 -2.18271 -4.61783 1.8 -1.8 -1.1 1.03
F -3.67312 -1.63414 -0.16926 0.8 1.3 -1.5 -0.69
Ca 7.12688 3.85752 -2.36926 2.3 0.9 -1.7 1.85
Cl 4.42688 2.30077 -6.73142 -0.5 0.2 -1.8 -0.63
C -6.91119 -4.39588 5.87356 0.8 -1.5 1.9 0.64
F -8.05796 -4.95261 6.36036 0.8 0.8 -0.8 -0.22
F -6.30631 -3.77736 6.93208 -0.6 -0.2 -1.0 -0.24
F -6.09216 -5.43809 5.53783 -0.7 0.9 0.0 -0.24
S -7.19814 -3.25934 4.47612 -2.8 0.0 -0.4 1.00
O -8.06282 -2.21260 5.02714 1.4 -1.1 -0.5 -0.65
O -7.82546 -4.09416 3.44828 1.1 0.9 1.2 -0.64
N -5.68140 -2.86623 4.23652 -0.7 0.4 -0.4 -0.28
S -5.50701 -1.84659 3.03458 -0.8 1.3 -2.7 0.91
O -6.00676 -0.48700 3.25559 0.7 -1.5 0.2 -0.67
O -5.74777 -2.37722 1.69104 0.3 0.4 2.2 -0.58
C -3.69288 -1.68853 3.14432 2.4 -0.2 0.1 0.62
F -3.05489 -2.88564 2.97401 -0.7 0.9 0.1 -0.25
F -3.28348 -1.22238 4.36245 -0.5 -0.2 -0.7 -0.26
F -3.16864 -0.84010 2.21435 -0.8 -0.5 1.1 -0.15
Li -1.96282 1.27606 -4.61282 -0.1 -0.1 0.8 0.89
```
Forces are in eV/Å.

Properties
total charge = +1

2.
Below is a molecular structure, C6H14Cd2O10, with properties calculated with ωB97M-V with the def2-TZVPD basis set.

XYZ file:
```
32
Properties=species:S:1:pos:R:3:forces:R:3:mulliken_charge:R:1
Cd 3.34152 2.94066 -2.92287 -0.3 -1.1 0.0 1.13
Cd 3.03579 -1.52129 -5.62689 0.7 0.7 0.3 1.21
O 1.73793 -0.28133 -2.41210 0.6 0.8 -0.6 -0.55
H 1.38029 -0.55494 -1.54506 0.2 0.2 -0.1 0.33
O 5.12366 1.55465 -5.81178 -0.7 -0.7 0.4 -0.56
H 5.17194 1.89067 -6.72791 -0.2 -0.2 0.1 0.35
C -3.15328 4.22109 -0.65483 -0.3 -0.9 1.9 -0.21
C -3.19210 5.64953 -0.21401 0.5 1.9 -1.0 -0.35
O -4.34162 5.88242 0.53442 -1.7 -2.7 0.7 -0.32
C -4.79852 4.59990 0.94688 1.1 1.4 -1.6 0.60
O -5.75656 4.40989 1.57671 -1.0 -0.2 1.1 -0.42
O -3.99622 3.61993 0.42970 0.9 0.5 -1.5 -0.34
H -2.13887 3.82275 -0.63502 -0.1 -0.2 0.5 0.21
H -3.50103 3.98946 -1.66157 -0.8 0.2 0.3 0.27
H -3.28957 6.25670 -1.11399 0.5 0.5 0.2 0.27
H -2.41706 5.98846 0.47341 0.8 -0.3 -0.7 0.29
C -2.21666 -3.06545 2.89188 0.7 0.3 0.3 -0.32
C -1.12601 -3.28695 1.88051 -0.3 -0.8 -0.3 -0.29
O -0.98422 -4.73550 1.90394 0.2 0.3 0.5 -0.34
C -1.31298 -5.13527 3.21495 -0.1 -0.6 -1.3 0.67
O -1.05260 -6.17539 3.73475 0.3 0.6 -0.8 -0.45
O -2.07130 -4.20730 3.75318 -0.8 1.7 1.0 -0.30
H -3.21291 -3.01293 2.45275 0.0 -0.5 0.0 0.29
H -2.02910 -2.10183 3.36555 -0.2 -0.3 0.8 0.29
H -0.14005 -2.86348 2.07198 -0.1 0.1 0.5 0.26
H -1.50191 -2.82549 0.96736 0.3 -0.9 -0.6 0.28
O 5.15862 -4.12312 -3.59838 -0.5 0.5 -0.3 -0.66
H 5.67923 -4.82614 -3.98693 0.1 -0.3 -0.2 0.34
H 5.70180 -3.78851 -2.88478 0.2 0.1 0.3 0.34
O 5.31254 -1.15933 3.26041 0.0 -0.2 -0.2 -0.62
H 4.67677 -0.66793 2.74026 -0.2 0.1 0.0 0.29
H 5.91242 -0.49391 3.59745 0.2 0.1 0.2 0.33
```
Forces are in eV/Å.

Properties
total charge = +2

3.
Below is a molecular structure, C52H73N4OPS2ScSeTe, with properties calculated with ωB97M-V with the def2-TZVPD basis set.

XYZ file:
```
136
Properties=species:S:1:pos:R:3:forces:R:3:mulliken_charge:R:1
Sc -0.04077 -0.02067 -0.04773 0.2 0.1 0.0 -1.52
C -3.54479 0.80413 -0.91551 0.0 0.0 0.0 -0.85
C -3.06890 -0.55296 -1.29665 -0.1 0.0 -0.1 0.11
N -1.84266 -0.99889 -1.18391 0.2 -0.1 -0.1 1.55
C -1.72441 -2.28613 -1.67435 0.1 0.1 0.2 -1.01
C -2.87192 -2.82296 -2.14660 -0.1 -0.1 -0.1 -0.31
S -4.13647 -1.69345 -1.99032 -0.1 0.0 0.0 -0.25
C -0.43693 -2.97236 -1.56091 0.0 0.1 0.1 -0.47
C -0.11984 -4.17061 -2.10957 0.0 -0.1 -0.1 -0.34
S 1.41789 -4.65576 -1.56392 0.1 -0.1 0.0 -0.24
C 1.56828 -3.21873 -0.64427 0.1 -0.1 0.0 -0.06
N 0.53977 -2.42177 -0.74916 -0.4 0.1 0.0 1.20
C 2.77284 -2.99141 0.20628 0.0 0.0 0.0 -0.58
H -2.99828 1.13429 -0.02779 0.0 0.0 0.0 -0.31
H -4.61395 0.79487 -0.70464 0.0 0.0 0.0 0.70
H -3.35981 1.50350 -1.73424 0.0 -0.1 0.0 0.17
H -3.03845 -3.81588 -2.53498 0.0 0.1 0.0 0.46
H -0.70648 -4.78342 -2.77690 0.0 0.1 0.1 0.49
H 3.33078 -3.91762 0.33525 0.0 0.0 0.0 0.69
H 2.46299 -2.62712 1.18530 0.0 0.0 0.0 -0.05
H 3.43626 -2.25608 -0.24880 0.0 0.0 0.0 -0.08
C 6.85496 0.37548 2.85514 0.0 0.0 0.0 -1.98
C 5.61866 -0.04944 3.64756 0.0 0.0 0.0 1.80
C 5.80410 -1.50056 4.12232 0.0 0.0 0.0 -1.58
C 5.47056 0.87422 4.86531 0.0 0.0 0.0 -1.62
C 4.35394 0.00978 2.80310 0.0 0.0 0.0 0.15
C 3.10213 -0.19665 3.37302 0.0 0.0 0.0 -0.99
C 1.96664 -0.17377 2.58614 0.0 0.0 0.1 -1.61
N 2.00224 0.01645 1.26400 -0.1 0.0 -0.1 1.70
C 3.19790 0.22773 0.70338 0.0 0.0 -0.1 -0.30
C 4.37573 0.23279 1.43007 0.1 0.1 0.0 -0.31
C 3.20703 0.35528 -0.78137 0.0 0.0 0.1 -0.42
C 4.30129 0.81573 -1.50058 0.1 0.0 0.0 -0.71
C 4.30449 0.76225 -2.89402 0.0 0.0 0.0 0.56
C 3.16469 0.23429 -3.49640 0.0 0.0 -0.1 -0.73
C 2.10212 -0.16382 -2.70860 -0.1 -0.1 0.0 -1.33
N 2.10022 -0.08580 -1.38187 -0.2 0.2 0.0 1.59
C 5.53671 1.15494 -3.70310 0.0 0.0 0.0 1.84
C 6.52112 -0.02448 -3.63403 0.0 0.0 0.0 -1.72
C 6.20705 2.40524 -3.12587 0.0 0.0 0.0 -1.63
C 5.17903 1.42677 -5.16858 0.0 0.0 0.0 -1.75
H 7.72628 0.35244 3.51078 0.0 0.0 0.0 0.44
H 6.75651 1.39365 2.46812 0.0 0.0 0.0 0.41
H 7.05833 -0.30050 2.02066 0.0 0.0 0.0 0.34
H 6.70675 -1.57837 4.73265 0.0 0.0 0.0 0.46
H 5.90700 -2.17965 3.27209 0.0 0.0 0.0 0.32
H 4.95682 -1.83370 4.72544 0.0 0.0 0.0 0.35
H 6.39602 0.86668 5.44434 0.0 0.0 0.0 0.46
H 4.66472 0.55329 5.52744 0.0 0.0 0.0 0.33
H 5.26952 1.90311 4.55700 0.0 0.0 0.0 0.37
H 2.98908 -0.37278 4.43488 0.0 0.0 0.0 0.47
H 0.97858 -0.29007 3.01189 0.0 0.0 0.0 0.25
H 5.31383 0.38691 0.91786 0.0 0.0 0.0 0.60
H 5.16304 1.19416 -0.96675 0.0 0.0 -0.1 0.39
H 3.08940 0.12724 -4.56980 0.0 0.0 0.0 0.27
H 1.21507 -0.59707 -3.15809 0.0 0.1 0.0 0.49
H 6.84078 -0.21181 -2.60584 0.0 0.0 0.0 0.32
H 7.40849 0.19597 -4.23308 -0.1 0.0 0.0 0.45
H 6.06454 -0.93787 -4.02286 0.0 0.0 0.0 0.36
H 6.57540 2.25361 -2.10928 0.0 0.0 -0.1 0.37
H 5.52071 3.25445 -3.12382 0.0 0.0 0.0 0.29
H 7.06641 2.67142 -3.74404 0.0 0.0 0.0 0.48
H 4.84577 0.52452 -5.68630 0.0 0.0 0.0 0.38
H 6.06440 1.79011 -5.69320 0.0 0.0 0.0 0.49
H 4.39857 2.18862 -5.25623 0.0 0.0 0.0 0.27
Se -1.15042 0.84840 1.90168 0.0 -0.3 -0.1 -0.79
C -1.71232 -4.60216 2.60662 0.0 0.0 0.1 -1.33
Te -1.26805 -2.56410 2.04713 -0.1 -0.2 0.0 0.76
C -1.95664 -2.07530 4.00322 -0.1 0.0 0.0 -1.02
C -2.69852 -3.28730 4.50691 0.0 0.0 0.0 0.48
C -3.49294 -3.20435 5.65055 0.0 0.0 0.0 -0.65
C -4.17861 -4.31309 6.11814 0.0 0.0 0.0 -0.56
C -4.07811 -5.52411 5.44224 0.0 0.0 0.0 -0.54
C -3.29035 -5.61442 4.30651 0.0 0.0 0.0 -0.66
C -2.59312 -4.50338 3.83125 0.0 0.0 0.0 0.58
H -0.79446 -5.14978 2.82497 0.0 0.0 0.0 0.45
H -2.22272 -5.10401 1.78494 0.0 0.0 0.0 0.49
H -2.58682 -1.19370 3.92424 0.0 0.0 0.0 0.52
H -1.10118 -1.82950 4.62940 0.0 0.0 0.0 0.42
H -3.57789 -2.25657 6.17183 0.0 0.0 0.0 0.44
H -4.79579 -4.23352 7.00501 0.0 0.0 0.0 0.39
H -4.61667 -6.39368 5.79852 0.0 0.0 0.0 0.39
H -3.21209 -6.55733 3.77645 0.0 0.0 0.0 0.42
O -0.39492 1.59809 -1.36207 0.1 0.0 0.0 1.88
P -0.31510 3.06089 -1.81046 -0.1 0.0 0.2 -1.17
C -1.66565 4.04575 -1.10376 0.1 0.2 0.0 0.33
C -1.78156 4.07240 0.42640 -0.1 0.1 -0.1 0.92
C -2.94663 4.98634 0.80371 0.1 0.0 -0.1 -1.00
C -2.65124 6.45649 0.43860 0.0 -0.1 0.0 -0.92
C -1.59722 6.56702 -0.67172 -0.1 -0.1 0.0 -0.69
C -1.77392 5.47499 -1.72678 0.0 0.0 0.1 -0.60
C 1.35790 3.62518 -1.34083 0.0 0.0 0.0 1.66
C 1.83891 5.04411 -1.69498 0.0 -0.1 0.2 -0.31
C 3.19631 5.28051 -1.02890 -0.1 0.0 0.1 -0.67
C 3.09097 5.31184 0.50770 0.0 0.0 0.0 -1.05
C 1.84867 4.56686 1.00149 0.0 0.0 -0.1 -1.38
C 1.57659 3.31075 0.17603 0.1 0.2 -0.1 1.30
C -0.68181 3.12765 -3.61673 0.1 -0.1 0.0 0.30
C -0.50739 1.72357 -4.23390 0.1 0.1 -0.1 -0.03
C -0.39500 1.81137 -5.75296 0.1 0.1 0.0 -1.24
C 0.90142 2.54379 -6.15690 0.0 0.0 0.0 -0.96
C 1.30995 3.58737 -5.10412 -0.1 -0.1 0.0 0.02
C 0.05826 4.18691 -4.46849 0.0 -0.1 0.0 -1.46
H -2.51811 3.45968 -1.46400 -0.1 0.0 0.0 0.41
H -0.86843 4.44688 0.88954 0.0 0.0 0.0 -0.10
H -1.92172 3.06346 0.81202 0.0 0.0 0.0 -1.06
H -3.16190 4.89179 1.86767 0.0 0.0 0.0 0.42
H -3.84201 4.64130 0.27556 0.0 0.0 0.0 0.36
H -2.29889 6.99776 1.31915 0.0 0.0 0.0 0.37
H -3.57037 6.95162 0.11818 0.0 0.0 0.0 0.35
H -0.59775 6.49384 -0.23665 0.0 0.0 0.0 0.02
H -1.65016 7.54631 -1.14896 0.0 0.0 0.0 0.63
H -1.06058 5.62746 -2.53736 0.0 0.0 0.0 0.15
H -2.76277 5.58782 -2.17831 0.0 0.0 0.0 0.51
H 1.97882 2.92713 -1.91840 0.1 -0.1 0.0 -1.04
H 1.12817 5.80374 -1.35933 0.0 0.0 0.0 0.03
H 1.94766 5.15318 -2.76991 0.0 0.0 -0.1 0.51
H 3.63988 6.20423 -1.40265 0.0 0.0 0.0 0.58
H 3.86188 4.46842 -1.33506 0.1 0.0 0.0 -0.09
H 3.06405 6.34301 0.86443 0.0 0.0 0.0 0.46
H 3.98531 4.85791 0.94284 0.0 0.0 0.0 0.37
H 0.98097 5.22979 0.96557 0.0 0.0 0.0 0.21
H 1.96767 4.28328 2.04809 0.0 0.0 0.0 0.70
H 0.73764 2.76224 0.60902 -0.1 0.0 0.0 -0.18
H 2.43750 2.64894 0.27467 0.1 0.0 0.0 -0.77
H -1.74690 3.37628 -3.63153 0.0 0.0 0.0 0.67
H -1.32286 1.07135 -3.92224 0.0 0.0 0.0 0.64
H 0.40496 1.27530 -3.84831 0.1 -0.1 0.0 -0.51
H -1.26731 2.33599 -6.15321 0.0 0.0 0.0 0.37
H -0.41476 0.81106 -6.18714 0.0 0.0 0.0 0.45
H 0.75373 3.04090 -7.11706 0.0 0.0 0.0 0.42
H 1.71204 1.82453 -6.30365 0.0 0.0 0.0 0.30
H 1.92464 4.36576 -5.55866 0.0 0.0 0.0 0.75
H 1.92187 3.12243 -4.32102 0.0 0.0 0.0 -0.38
H -0.61531 4.51722 -5.26331 0.0 0.0 0.0 0.59
H 0.29297 5.07727 -3.89735 0.0 0.1 0.1 0.52
```
Forces are in eV/Å.

Properties
total charge = +1
ΔE to the lowest compared entry with this formula, charge and spin = 0.0 kcal/mol

Values for total energy, eV, ordered as above
-142037.1186 -36021.6933 -187419.4244
Values for LUMO level, hartree, ordered as above
-0.270 -0.469 -0.094